1.
2 unconnected molecules or ions with the total composition C5H15NO at a distorted geometry, computed with wB97M-V/def2-TZVPD.

Last column: natural (NBO) charge in e.
Cartesian coordinates (Å):
C -1.96 -0.21 -0.54  -0.625
C -0.93 0.46 0.32  -0.393
C 0.61 0.17 0.02  -0.253
C 1.44 0.70 1.21  -0.611
C 0.75 -1.32 -0.09  -0.226
N 0.20 -2.05 1.09  -0.840
H -1.87 0.00 -1.61  0.186
H -2.11 -1.27 -0.34  0.228
H -2.91 0.29 -0.32  0.214
H -0.83 1.54 0.18  0.177
H -1.18 0.39 1.39  0.214
H 0.86 0.80 -0.86  0.239
H 2.49 0.94 1.03  0.215
H 1.00 1.63 1.60  0.204
H 1.36 0.05 2.08  0.191
H 0.37 -1.67 -1.08  0.197
H 1.84 -1.61 -0.11  0.166
H 0.81 -1.76 1.84  0.348
H 0.37 -3.04 0.92  0.359
O 0.20 2.02 -2.47  -0.928
H 0.06 2.46 -1.64  0.468
H -0.58 1.48 -2.62  0.471

As for the total energy: -329.462352 hartree. As for the structure (SMILES): CC[C@@H](C)CN.O. The multiplicity is 1. The energy above the lowest of the compared OMol25 structures with the same formula, charge and spin comes out at 28.4 kcal/mol. The HOMO energy is -9.3 eV. The LUMO energy is 0.91 eV.

2.
6 unconnected molecules or ions with the total composition C42H72FNO20S at a distorted geometry, computed with wB97M-V/def2-TZVPD.

Last column: Löwdin charge in e.
Cartesian coordinates (Å):
C 3.86 2.04 2.62  -0.171
C 2.59 2.28 1.77  -0.544
S 2.98 1.69 0.09  0.955
C 1.40 1.20 -0.72  -0.345
C 1.20 1.89 -2.07  -0.501
C 0.03 1.26 -2.93  0.037
C -0.92 0.37 -2.16  -0.419
O -2.05 0.67 -1.90  0.147
F -0.50 -0.86 -1.77  0.101
O 2.38 1.62 -2.80  -0.112
C 2.61 2.52 -3.88  -0.160
C 3.63 1.84 -4.83  -0.311
C 4.07 2.87 -5.91  -0.062
C 3.11 0.51 -5.42  -0.362
C 3.30 -0.70 -4.47  -0.072
C 3.86 0.15 -6.76  -0.068
O 1.07 3.31 -2.00  0.047
C 0.54 3.79 -0.82  -0.438
O 1.25 4.47 -0.12  0.114
C -0.91 3.56 -0.39  -0.044
C -1.01 3.20 1.13  -0.063
C -1.74 1.87 1.38  -0.394
O -2.77 1.67 0.78  0.117
N -1.23 0.91 2.36  0.090
C -0.87 -0.37 1.77  -0.260
C 0.44 -0.76 1.70  -0.053
C 0.83 -1.98 1.16  -0.073
C -0.16 -2.82 0.70  -0.097
C -1.49 -2.45 0.77  -0.089
C -1.86 -1.23 1.30  -0.033
H 4.68 2.58 2.11  0.067
H 3.72 2.37 3.65  0.072
H 4.16 0.98 2.56  0.061
H 1.71 1.82 2.23  0.045
H 2.43 3.37 1.74  0.059
H 0.54 1.25 -0.05  0.082
H 1.53 0.13 -0.94  0.085
H 0.50 0.63 -3.69  0.127
H -0.50 2.04 -3.49  0.144
H 1.71 2.73 -4.48  0.140
H 3.10 3.44 -3.54  0.134
H 4.53 1.66 -4.21  0.145
H 5.13 2.66 -6.13  0.076
H 3.99 3.91 -5.55  0.077
H 3.50 2.77 -6.83  0.077
H 2.03 0.60 -5.59  0.130
H 3.11 -1.65 -4.99  0.072
H 2.52 -0.64 -3.71  0.057
H 4.29 -0.73 -3.99  0.089
H 3.40 0.62 -7.63  0.070
H 4.91 0.46 -6.66  0.081
H 3.84 -0.94 -6.83  0.066
H -1.48 2.87 -1.01  0.105
H -1.40 4.54 -0.48  0.126
H 0.00 3.12 1.55  0.088
H -1.50 4.00 1.69  0.130
H -2.03 0.70 2.95  0.120
H 1.24 -0.12 2.06  0.094
H 1.89 -2.21 1.12  0.114
H 0.12 -3.79 0.30  0.109
H -2.25 -3.14 0.42  0.114
H -2.91 -0.95 1.35  0.123
C -3.33 -2.06 9.05  -0.058
C -3.71 -0.63 8.75  -0.202
O -2.56 0.17 8.43  0.044
C -2.05 -0.01 7.22  -0.607
O -2.47 -0.76 6.37  0.112
O -0.98 0.77 7.08  0.013
C -0.29 0.58 5.85  -0.036
H -2.57 -2.10 9.83  0.083
H -4.20 -2.63 9.37  0.084
H -2.90 -2.55 8.17  0.060
H -4.15 -0.17 9.63  0.122
H -4.44 -0.56 7.95  0.124
H -0.96 0.69 5.00  0.067
H 0.18 -0.41 5.83  0.103
H 0.49 1.33 5.78  0.095
C 6.29 1.15 -13.08  -0.067
C 6.43 0.18 -11.93  -0.211
O 5.27 0.17 -11.10  0.036
C 4.21 -0.47 -11.59  -0.612
O 4.15 -1.04 -12.65  0.125
O 3.21 -0.35 -10.72  -0.002
C 1.97 -0.91 -11.17  -0.041
H 6.05 2.15 -12.71  0.082
H 7.22 1.20 -13.66  0.080
H 5.49 0.85 -13.76  0.074
H 7.26 0.48 -11.29  0.122
H 6.65 -0.83 -12.28  0.124
H 2.09 -1.95 -11.47  0.096
H 1.57 -0.32 -11.99  0.099
H 1.28 -0.87 -10.33  0.092
C -0.73 7.56 0.54  -0.062
C 0.07 7.58 -0.74  -0.205
O -0.51 8.44 -1.72  0.042
C -0.33 9.75 -1.52  -0.611
O 0.28 10.25 -0.61  0.125
O -0.96 10.41 -2.49  0.005
C -0.93 11.83 -2.34  -0.043
H -1.77 7.31 0.33  0.082
H -0.32 6.83 1.24  0.076
H -0.73 8.54 1.02  0.074
H 0.08 6.58 -1.18  0.101
H 1.11 7.85 -0.56  0.131
H 0.09 12.19 -2.23  0.095
H -1.53 12.13 -1.49  0.098
H -1.35 12.26 -3.24  0.092
C -3.99 -3.00 4.15  -0.059
C -3.83 -3.95 5.31  -0.199
O -5.04 -4.02 6.10  0.034
C -6.03 -4.72 5.57  -0.616
O -6.02 -5.31 4.51  0.118
O -7.08 -4.65 6.40  0.003
C -8.26 -5.28 5.90  -0.043
H -4.31 -2.02 4.50  0.079
H -3.05 -2.90 3.61  0.071
H -4.75 -3.35 3.45  0.076
H -3.05 -3.58 5.97  0.109
H -3.54 -4.95 4.99  0.113
H -8.07 -6.31 5.62  0.095
H -8.65 -4.72 5.06  0.099
H -8.99 -5.26 6.71  0.092
C -3.68 -8.08 5.63  -0.058
C -3.16 -8.76 6.88  -0.206
O -2.15 -9.73 6.57  0.039
C -0.95 -9.23 6.27  -0.611
O -0.65 -8.06 6.25  0.122
O -0.14 -10.25 5.98  0.006
C 1.16 -9.85 5.54  -0.043
H -4.02 -8.82 4.91  0.087
H -4.50 -7.41 5.87  0.071
H -2.90 -7.49 5.14  0.072
H -3.97 -9.31 7.36  0.122
H -2.78 -8.03 7.60  0.125
H 1.63 -9.18 6.26  0.095
H 1.10 -9.37 4.56  0.098
H 1.76 -10.75 5.46  0.092

As for the total energy: -3701.214021 hartree. As for the structure (SMILES): CCSC[C@](CC(=O)F)(OC[C@H](C)C(C)C)OC(=O)CCC(=O)Nc1ccccc1.CCOC(=O)OC.CCOC(=O)OC.CCOC(=O)OC.CCOC(=O)OC.CCOC(=O)OC. The multiplicity is 1. The HOMO energy is -8.7 eV. The LUMO energy is 0.44 eV.